Formula: C2H2F2S2
Source: OMol25
Level of theory: the ωB97M-V functional and the def2-TZVPD basis

```
8
Properties=species:S:1:pos:R:3
F -0.98964 -1.95484 -0.12620
S -1.22406 -0.48209 -0.76142
C 0.22855 0.19683 0.23903
F 0.50435 1.55877 0.20541
C 1.57167 -0.49965 -0.06055
S 1.65249 -1.90846 0.76533
H -0.01949 -0.07746 1.24680
H 2.56031 -0.15464 -0.57340
```

Output
Relative energy (zero: lowest compared OMol25 entry of this formula, charge and spin) ... 50.9 kcal per mole
Orbital gap ... 0.2997 hartree
SMILES string ... FS[C@H](F)C=S
E_HOMO ... -9.06 eV

---

Formula: C5H15N2O
Source: OMol25
Level of theory: the ωB97M-V functional and the def2-TZVPD basis

```
23
Properties=species:S:1:pos:R:3
C 1.06324 -2.18275 1.67230
C 1.76937 -1.39206 0.57082
C 1.76311 0.12000 0.69389
C 0.46900 0.84366 0.44353
C -0.48066 0.27605 -0.33895
N -1.75950 1.08063 -0.72889
N 0.53801 2.17899 0.86568
H 0.88719 -3.23946 1.36757
H 0.08106 -1.68355 2.01224
H 1.39103 -2.18133 2.78788
H 2.81028 -1.79106 0.55267
H 1.36632 -1.83256 -0.34033
H 2.41621 0.60093 -0.03541
H 2.19443 0.49463 1.60446
H -0.51414 -0.70955 -0.92877
H -2.20414 1.58071 0.11743
H -1.51840 1.79954 -1.46360
H -2.47698 0.40839 -1.20730
H -0.25226 2.87671 0.75252
H 1.32430 2.64028 1.42491
H -2.30595 -1.61091 -2.32813
H -2.81277 -0.85651 -3.35328
O -2.41751 -0.66287 -2.52124
```

Output
Relative energy (zero: lowest compared OMol25 entry of this formula, charge and spin) ... 53.8 kcal per mole
Orbital gap ... 0.3450 hartree
Total charge ... +1
E_HOMO ... -12.58 eV

---

Formula: C5H13N
Source: OMol25
Level of theory: the ωB97M-V functional and the def2-TZVPD basis

```
19
Properties=species:S:1:pos:R:3
C 0.87927 -2.54745 0.41098
C 1.10964 -1.04313 0.56740
N 0.45240 -0.28178 -0.51105
C -0.66466 0.68751 -0.18558
C -0.39766 1.86072 0.81473
C -1.26353 1.16487 -1.51710
H -0.14583 -2.71288 0.65418
H 1.31347 -2.88678 -0.54683
H 1.29128 -3.27206 1.15056
H 2.16756 -0.79394 0.44003
H 0.71712 -0.79572 1.55617
H 1.22807 0.26037 -0.92333
H -1.43289 0.04920 0.41041
H -1.40141 2.07934 1.17731
H 0.04535 2.76895 0.36392
H 0.33658 1.58060 1.65517
H -2.24684 1.52850 -1.40204
H -1.32180 0.38974 -2.27849
H -0.66613 1.96393 -1.83644
```

Output
Relative energy (zero: lowest compared OMol25 entry of this formula, charge and spin) ... 29.0 kcal per mole
Orbital gap ... 0.3616 hartree
SMILES string ... CCNC(C)C
E_HOMO ... -8.71 eV

---

Formula: C2H2Cl2P
Source: OMol25
Level of theory: the ωB97M-V functional and the def2-TZVPD basis

```
7
Properties=species:S:1:pos:R:3
C 0.29461 -0.94277 0.22430
C -0.14148 -2.06453 0.07101
P 1.17062 0.46052 0.74477
Cl 2.17855 0.86797 -0.92019
Cl -1.84577 1.91672 -0.32673
H -1.12548 2.84584 0.23366
H -0.53107 -3.08374 -0.02682
```

Output
Relative energy (zero: lowest compared OMol25 entry of this formula, charge and spin) ... 12.4 kcal per mole
Orbital gap ... 0.2769 hartree
Total charge ... +1
E_HOMO ... -15.71 eV

---

Formula: C13H24Cl2LuN2O
Source: OMol25
Level of theory: the ωB97M-V functional and the def2-TZVPD basis

```
43
Properties=species:S:1:pos:R:3
Lu -0.38858 -1.31112 0.54416
Cl 1.69607 -0.70032 1.57842
Cl -1.42427 -3.47286 0.64887
C -0.07278 -0.46581 -1.83188
H -0.85179 -0.12224 -2.54703
H 0.79931 -0.81032 -2.42378
C 0.71898 2.24232 -2.29927
C 0.75010 1.48623 -3.44141
H -0.20736 2.71602 -1.96826
C 1.98987 0.81823 -3.94820
H -0.14571 1.35454 -4.05597
C 3.06787 0.66204 -2.85081
H 1.73735 -0.15473 -4.38611
H 2.42961 1.42303 -4.75942
C 3.17899 1.90210 -1.96798
H 2.82541 -0.21198 -2.23281
H 4.03772 0.47542 -3.32706
C 1.83817 2.26264 -1.30438
H 3.94536 1.74780 -1.20155
H 3.49286 2.75583 -2.57894
H 1.63937 1.55708 -0.47523
H 1.89932 3.25977 -0.84258
C -1.52130 0.94448 3.64905
N -2.80137 0.95791 2.95963
C -4.01267 1.19020 3.72670
C -5.12574 1.58585 2.79268
C -5.26742 0.62441 1.64315
N -3.96988 0.44866 1.00966
C -3.91520 -0.10897 -0.33657
C -2.84281 0.47059 1.72043
O -1.75517 0.00131 1.20460
H -1.64164 1.47406 4.59851
H -0.75475 1.45281 3.04873
H -1.16858 -0.07923 3.85012
H -4.29791 0.28702 4.29375
H -3.79512 1.98268 4.44593
H -4.93318 2.58936 2.40470
H -6.06545 1.61821 3.34507
H -5.94797 1.00398 0.87700
H -5.65489 -0.34887 1.99628
H -3.70051 -1.19178 -0.32334
H -4.88896 0.06098 -0.80611
H -3.13298 0.39372 -0.92500
```

Output
Relative energy (zero: lowest compared OMol25 entry of this formula, charge and spin) ... 0.0 kcal per mole
Orbital gap (alpha / beta) ... 0.0841 / 0.0842 hartree
Total charge ... -1
E_HOMO (alpha / beta) ... -0.21 / -0.22 eV

---

Formula: C5H12O2
Source: OMol25
Level of theory: the ωB97M-V functional and the def2-TZVPD basis

```
19
Properties=species:S:1:pos:R:3
C 1.59543 -0.09763 -0.99594
C 0.30743 -0.90657 -0.94375
C 0.01640 -1.64966 -2.26801
O -0.79801 -0.00243 -0.68248
H 1.67666 0.63822 -0.19343
H 1.61377 0.52853 -1.90716
H 2.48216 -0.73431 -0.99718
H 0.39991 -1.63415 -0.15238
H 0.87938 -2.33867 -2.45590
H -0.12756 -0.98540 -3.11457
H -0.90313 -2.28356 -2.13473
H -1.54165 -0.54663 -0.39074
C -0.60823 0.41856 2.50738
C -0.81517 1.64111 2.04070
O -1.41445 2.62372 2.85929
H -0.21827 -0.34524 1.78202
H -0.78411 0.18420 3.56022
H -0.57638 2.01826 1.02914
H -1.18415 3.47167 2.45753
```

Output
Relative energy (zero: lowest compared OMol25 entry of this formula, charge and spin) ... 41.0 kcal per mole
Orbital gap ... 0.3628 hartree
SMILES string ... CC(C)O.C=CO
E_HOMO ... -9.00 eV

---

Formula: C38H59ClN18OSSi
Source: OMol25
Level of theory: the ωB97M-V functional and the def2-TZVPD basis

```
119
Properties=species:S:1:pos:R:3
Cl 4.53997 -0.76046 -1.54145
Si 2.86939 -1.62940 -2.49636
C 1.19123 -1.14257 -1.75743
C 0.57696 0.19943 -2.29854
C 0.44418 0.28093 -3.85908
C -1.02018 0.71618 -4.33654
S -2.00520 -0.75699 -4.90172
C -2.65385 -1.35936 -3.32164
N -2.24234 -2.41666 -2.64084
N -3.02909 -2.37571 -1.51951
C -3.84145 -1.36293 -1.56316
O -3.65072 -0.64355 -2.72824
H 2.80829 -1.41025 -3.93140
H 2.99217 -3.09274 -2.31572
H 0.40845 -1.93209 -1.84620
H 1.35664 -0.99843 -0.65462
H -0.46881 0.25339 -1.89055
H 1.08230 1.10843 -1.88720
H 0.67468 -0.65891 -4.40344
H 1.13513 1.11024 -4.20174
H -1.55432 1.15946 -3.46384
H -0.95455 1.46346 -5.15000
H -4.56554 -1.06105 -0.79839
C 0.59878 4.53551 -2.05750
C 0.64877 3.81995 -3.34758
N 0.68741 3.24796 -4.33868
H -0.41016 4.87491 -1.86209
H 0.91078 3.87367 -1.25828
H 1.26484 5.39860 -2.08671
C 0.56324 -5.79197 -4.46740
C 1.26213 -4.49094 -4.48990
N 1.79872 -3.47932 -4.50719
H 0.24607 -6.05296 -5.47728
H 1.22654 -6.56156 -4.09126
H -0.31246 -5.73108 -3.82336
C 1.96938 3.30656 2.19268
C 1.21258 4.34476 1.46172
N 0.62234 5.14550 0.89566
H 1.32283 2.45202 2.39494
H 2.81887 2.97849 1.59424
H 2.33285 3.70960 3.13752
C -1.88865 3.88708 -7.52563
C -1.46750 2.51194 -7.85938
N -1.13799 1.44791 -8.11797
H -2.94690 3.89685 -7.26802
H -1.31052 4.25296 -6.67716
H -1.72320 4.54193 -8.38007
C -1.09904 0.15910 0.86857
C -0.74553 0.23694 2.29648
N -0.46869 0.29743 3.40462
H -0.65749 -0.72941 0.42017
H -2.18157 0.11139 0.75757
H -0.72697 1.04515 0.35491
C -2.68643 -5.27087 1.56988
C -2.02436 -3.95488 1.49220
N -1.50398 -2.93374 1.44522
H -3.00209 -5.58601 0.57588
H -1.99507 -6.00956 1.97512
H -3.56222 -5.20307 2.21938
C -5.05172 -2.93306 4.56438
C -5.28707 -4.07941 3.66191
N -5.46945 -4.96741 2.96200
H -5.63807 -2.07675 4.23517
H -5.34330 -3.19351 5.57567
H -3.99502 -2.66597 4.55487
C -3.41906 4.15794 -0.05786
C -2.24241 3.47331 -0.62995
N -1.32537 2.95071 -1.07331
H -4.32120 3.58898 -0.27951
H -3.30584 4.24452 1.02309
H -3.51107 5.15488 -0.48689
C 1.80324 -9.05015 -1.19542
C 0.93432 -8.65014 -2.32114
N 0.26222 -8.34032 -3.19365
H 1.26857 -9.73915 -0.54314
H 2.69797 -9.54079 -1.57584
H 2.09486 -8.17041 -0.62310
C -0.39521 7.58966 3.45111
C -1.38587 6.49633 3.34980
N -2.15273 5.64989 3.27134
H -0.81918 8.42422 4.00608
H 0.49600 7.23896 3.96762
H -0.11879 7.92883 2.45272
C 2.53922 0.40513 5.71577
C 3.18580 1.72968 5.67971
N 3.66299 2.76886 5.65159
H 2.24956 0.11967 4.70496
H 3.22578 -0.33998 6.11605
H 1.64958 0.44494 6.34224
C 6.69224 2.75679 7.90824
C 7.06000 1.39370 8.34309
N 7.34470 0.33831 8.67942
H 6.61544 3.41345 8.77400
H 7.45116 3.14743 7.23184
H 5.73279 2.73413 7.39139
C 3.41087 0.74805 -7.00759
C 3.55646 0.76336 -5.53898
N 3.66133 0.77527 -4.40073
H 4.39321 0.70048 -7.47580
H 2.82779 -0.12065 -7.31160
H 2.90112 1.65257 -7.33717
C -4.01221 -3.75128 8.84513
C -4.81837 -2.77659 8.08200
N -5.44253 -2.02148 7.49094
H -4.62759 -4.60827 9.11527
H -3.17295 -4.09119 8.23967
H -3.63154 -3.28514 9.75274
C -1.17937 -4.22461 -8.07319
C -0.88782 -5.62501 -7.70199
N -0.66190 -6.70817 -7.40847
H -1.19180 -3.60016 -7.17967
H -0.41401 -3.85620 -8.75462
H -2.15068 -4.16681 -8.56240
C 3.07745 6.14819 6.81372
C 2.12531 7.10961 6.22159
N 1.37943 7.84666 5.76275
H 3.53475 5.55459 6.02286
H 3.85623 6.67931 7.35956
H 2.55302 5.48300 7.49804
```

Output
Orbital gap ... 0.3315 hartree
E_HOMO ... -8.74 eV

---

Formula: C16H15FeN4O5
Source: OMol25
Level of theory: the ωB97M-V functional and the def2-TZVPD basis

```
41
Properties=species:S:1:pos:R:3
Fe 0.84335 0.40173 1.69671
C 1.32208 -0.38708 3.65656
C -0.06224 -0.05883 3.61375
C -0.18024 1.31826 3.37330
C 1.13648 1.85509 3.23734
C 2.05212 0.79893 3.45825
H 1.73742 -1.37572 3.76089
H -0.88401 -0.75372 3.64657
H -1.10695 1.84321 3.21395
H 1.39338 2.87890 3.01857
H 3.11976 0.86406 3.33326
O -3.13716 1.03126 0.01292
C -1.98389 0.88145 0.40879
O -1.50438 0.04937 1.22974
C -0.90645 1.77095 -0.22055
C -1.15648 2.63996 -1.27203
C -0.08652 3.23206 -1.92515
C 1.21087 2.90240 -1.55173
C 1.37751 2.03964 -0.48915
N 0.33900 1.54836 0.18621
C 2.70353 1.44486 -0.06873
O 3.73654 1.76400 -0.61737
O 2.56542 0.55396 0.86386
H -2.18539 2.80029 -1.56176
H -0.25924 3.91730 -2.74589
H 2.08693 3.27144 -2.06590
C -1.74191 -3.76237 -2.50057
N -0.83960 -2.87767 -1.80252
C -0.42356 -3.05718 -0.42543
C 0.25036 -1.72103 -0.15756
O 0.73801 -1.45891 0.94407
N 0.16902 -0.92652 -1.23796
C -0.51646 -1.61935 -2.14653
N -0.84493 -1.07551 -3.31966
H -1.51643 -4.78939 -2.22057
H -1.59385 -3.68367 -3.57735
H -2.78809 -3.55355 -2.26257
H 0.25851 -3.89810 -0.29567
H -1.27683 -3.16458 0.24836
H -0.60335 -0.10970 -3.45838
H -1.44231 -1.53459 -3.98006
```

Output
Relative energy (zero: lowest compared OMol25 entry of this formula, charge and spin) ... 12.8 kcal per mole
Orbital gap (alpha / beta) ... 0.3091 / 0.3324 hartree
E_HOMO (alpha / beta) ... -8.36 / -8.79 eV
Multiplicity ... 2

---

Formula: C3H11Cl2N2PSi
Source: OMol25
Level of theory: the ωB97M-V functional and the def2-TZVPD basis

```
20
Properties=species:S:1:pos:R:3
C 0.19198 0.42543 -1.82867
Si 0.77336 0.10275 -0.07879
C 2.10478 1.23718 0.40577
C 1.21047 -1.75042 0.10203
N -0.62188 0.63136 0.84532
P -2.59589 0.07468 0.46078
N -3.38579 -0.01979 1.77400
Cl -2.61951 -1.49350 -0.72143
Cl -3.14409 1.57822 -0.58083
H -0.80364 0.05504 -1.86926
H 0.16452 1.43588 -2.13278
H 1.02009 -0.08890 -2.46682
H 1.98920 1.59518 1.49848
H 3.09581 0.75384 0.35132
H 2.15024 2.23747 -0.09323
H 2.10943 -1.76377 0.67146
H 0.67643 -2.68632 0.46493
H 1.39502 -2.04927 -0.89628
H -0.50485 0.68734 1.82391
H -3.20565 -0.96240 2.27009
```

Output
Relative energy (zero: lowest compared OMol25 entry of this formula, charge and spin) ... 55.1 kcal per mole
Orbital gap ... 0.3488 hartree
SMILES string ... C[Si](C)(C)NP(=N)(Cl)Cl
E_HOMO ... -9.16 eV

---

Formula: CH2Br3PS
Source: OMol25
Level of theory: the ωB97M-V functional and the def2-TZVPD basis

```
8
Properties=species:S:1:pos:R:3
C 0.29866 -2.39958 -1.12392
P 5.07557 -0.64379 -0.52764
S 3.46737 -1.29721 -1.73482
Br 1.13796 -0.96404 -0.56734
Br 4.55520 -1.41090 1.48511
Br 4.64625 1.52386 -0.19200
H -0.48052 -2.42944 -1.95563
H 0.73326 -3.34382 -0.79369
```

Output
Relative energy (zero: lowest compared OMol25 entry of this formula, charge and spin) ... 72.0 kcal per mole
Orbital gap (alpha / beta) ... 0.2764 / 0.2487 hartree
E_HOMO (alpha / beta) ... -8.59 / -8.82 eV

---

Formula: C4H11NO3
Source: OMol25
Level of theory: the ωB97M-V functional and the def2-TZVPD basis

```
19
Properties=species:S:1:pos:R:3
C 0.79614 0.36004 0.23553
N 0.27366 -0.85309 -0.23354
C -0.32676 -0.71176 -1.57257
O 0.40765 -0.27206 -2.44203
O -1.52353 -1.02478 -1.58164
C -0.20556 1.53194 0.13431
C 0.43886 2.90085 0.21895
H 1.64642 0.67474 -0.37920
H 1.13645 0.32623 1.31213
H -0.37861 -1.37309 0.37553
H -0.37321 -0.03454 2.37777
H -0.89288 1.60549 -0.71565
H -0.81056 1.39139 1.06263
H 1.40966 2.85296 0.73060
H -0.12613 3.68890 0.70595
H 0.70148 3.33699 -0.74115
H 0.06450 -1.37349 2.99723
H -0.43815 -1.94305 4.25676
O 0.10856 -2.23209 3.51091
```

Output
Relative energy (zero: lowest compared OMol25 entry of this formula, charge and spin) ... 190.2 kcal per mole
Orbital gap ... 0.1677 hartree
E_HOMO ... -9.66 eV

---

Formula: C6H10O
Source: OMol25
Level of theory: the ωB97M-V functional and the def2-TZVPD basis

```
17
Properties=species:S:1:pos:R:3
C 0.06637 -0.58851 1.54282
C -1.10389 0.01179 1.30723
C -2.04350 -0.29635 0.21719
C -1.79526 -1.12488 -0.79743
H 0.74161 -0.22532 2.31184
H 0.39142 -1.46476 0.98657
H -1.38034 0.85549 1.93850
H -2.96579 0.28115 0.20616
H -0.88609 -1.71685 -0.85759
H -2.47099 -1.21037 -1.64149
C 1.99805 1.22776 -0.43757
C 1.13627 0.18734 -1.09861
O 0.20282 0.45862 -1.81455
H 2.51692 0.84428 0.44443
H 1.39559 2.10217 -0.18095
H 2.74976 1.52867 -1.17650
H 1.44704 -0.87024 -0.95004
```

Output
Relative energy (zero: lowest compared OMol25 entry of this formula, charge and spin) ... 37.9 kcal per mole
Orbital gap ... 0.3525 hartree
SMILES string ... C=CC=C.CC=O
E_HOMO ... -8.80 eV